1.
ORCA calculation (ωB97M-V with the def2-TZVPD basis set) on C19H14BrClF6O3SbV as an isolated structure in a non-equilibrium geometry.

The geometry in XYZ format:
```
46
Properties=species:S:1:pos:R:3:lowdin_charge:R:1
V 1.369 1.227 -0.334 0.712
Br 2.904 -1.017 -0.566 0.951
C 3.764 -0.646 1.100 -0.545
C 4.925 -1.295 1.365 -0.128
C 5.524 -1.129 2.634 -0.079
C 4.908 -0.367 3.580 -0.035
C 3.689 0.303 3.302 -0.163
C 3.014 1.052 4.300 -0.041
C 1.853 1.703 4.014 -0.064
C 1.312 1.670 2.700 -0.096
C 1.939 0.981 1.688 -0.172
C 3.112 0.224 2.007 -0.209
H 5.380 -1.937 0.620 0.100
H 6.459 -1.636 2.849 0.105
H 5.339 -0.263 4.570 0.113
H 3.432 1.081 5.304 0.111
H 1.343 2.271 4.787 0.106
H 0.400 2.227 2.517 0.072
C -4.251 -2.066 -0.585 -0.006
C -3.741 -1.897 -1.984 -0.131
C -3.935 -2.909 -2.879 -0.044
C -3.523 -2.800 -4.219 -0.616
Cl -3.790 -4.106 -5.264 0.800
C -2.905 -1.631 -4.728 -0.056
C -2.705 -0.598 -3.888 0.074
C -3.080 -0.698 -2.503 -0.173
O -2.835 0.399 -1.876 0.084
C -2.342 0.519 -0.516 0.016
C -1.027 -0.279 -0.471 -0.505
O -0.963 -1.381 -0.963 0.137
O -0.051 0.335 0.151 -0.227
H -4.860 -2.967 -0.527 0.090
H -4.873 -1.225 -0.280 0.101
H -3.428 -2.175 0.111 0.094
H -4.427 -3.817 -2.555 0.124
H -2.586 -1.583 -5.761 0.124
H -2.222 0.318 -4.208 0.152
H -3.010 0.121 0.236 0.132
H -2.195 1.576 -0.334 0.090
F 0.758 1.039 -2.114 -0.465
Sb 0.066 3.439 -0.236 1.505
F 2.834 2.016 -0.655 -0.366
F -1.512 3.420 -1.288 -0.420
F 0.722 4.537 1.126 -0.412
F -1.264 3.063 1.090 -0.432
F 0.477 4.901 -1.316 -0.408
```

Properties
Orbital gap (spin up / spin down) ... 6.9 / 3.6 eV
Maximum force ... 3.8 eV/Å
Total charge ... 0
DFT total energy ... -5775.866421 Ha
Multiplicity ... 3
LUMO energy (spin up / spin down) ... -1.01 / -4.37 eV
ΔE to the lowest compared entry with this formula, charge and spin ... 75.0 kcal/mol
M ... 692.4 g/mol

---

2.
ORCA calculation (ωB97M-V with the def2-TZVPD basis set) on C29H27AsCl2N7NaO4 as an isolated structure.

The geometry in XYZ format:
```
71
Properties=species:S:1:pos:R:3:lowdin_charge:R:1
Na -0.122 0.329 -0.253 0.120
O -2.665 1.397 -3.885 -0.075
C -1.769 1.163 -3.035 -0.549
N -1.688 0.207 -2.144 0.019
C -2.827 -0.656 -2.091 -0.221
C -2.974 -1.389 -0.778 -0.266
C -4.122 -2.161 -0.559 -0.042
C -4.302 -2.787 0.657 -0.096
C -3.331 -2.632 1.642 -0.083
C -2.219 -1.870 1.338 -0.139
N -2.037 -1.272 0.158 0.109
C -0.578 2.115 -2.990 -0.180
C -0.272 2.905 -4.093 -0.019
C 0.828 3.742 -4.034 -0.086
C 1.578 3.787 -2.867 -0.079
C 1.185 2.985 -1.807 -0.129
N 0.137 2.169 -1.865 0.114
H -2.819 -1.414 -2.894 0.121
H -3.765 -0.099 -2.254 0.113
H -4.863 -2.242 -1.345 0.107
H -5.190 -3.380 0.845 0.093
H -3.431 -3.090 2.617 0.091
H -1.421 -1.713 2.058 0.093
H -0.908 2.829 -4.964 0.104
H 1.104 4.351 -4.887 0.092
H 2.452 4.420 -2.778 0.092
H 1.731 2.986 -0.869 0.110
O 0.773 1.849 3.893 -0.035
C 0.796 1.243 2.806 -0.655
O 0.296 1.560 1.706 -0.094
C 1.558 -0.086 2.799 -0.168
C 2.805 -0.160 3.480 0.004
C 3.537 -1.301 3.411 -0.020
C 3.026 -2.408 2.687 -0.164
C 3.721 -3.630 2.540 -0.053
C 3.180 -4.658 1.819 -0.103
C 1.913 -4.507 1.213 -0.105
C 1.219 -3.336 1.345 -0.034
C 1.761 -2.254 2.081 -0.212
N 1.049 -1.096 2.141 0.182
H 3.136 0.713 4.023 0.111
H 4.508 -1.380 3.888 0.106
H 4.699 -3.731 2.998 0.102
H 3.727 -5.585 1.694 0.091
H 1.503 -5.313 0.618 0.094
H 0.263 -3.188 0.860 0.083
Cl 2.685 -4.537 -2.421 0.463
C 2.036 -2.906 -2.073 -0.998
Cl 0.272 -2.881 -2.110 0.562
H 2.404 -2.229 -2.835 -0.009
H 2.361 -2.615 -1.081 -0.002
C -1.931 4.074 0.654 -0.325
As -2.492 2.202 0.809 1.108
C -2.860 2.234 2.738 -0.323
C -4.352 2.450 0.185 -0.343
H -2.616 4.748 1.173 0.010
H -1.877 4.346 -0.401 0.010
H -0.934 4.148 1.088 0.015
H -3.515 3.063 3.018 0.010
H -1.900 2.325 3.250 0.005
H -3.324 1.291 3.033 0.008
H -4.851 3.301 0.658 0.005
H -4.921 1.542 0.397 0.003
H -4.338 2.592 -0.897 0.008
O 2.186 -0.196 -0.556 -0.160
N 3.272 0.357 -0.265 -0.029
C 4.137 0.549 -1.268 -0.338
C 5.385 1.164 -0.969 -0.237
N 6.409 1.651 -0.754 0.094
C 3.884 0.135 -2.610 -0.216
N 3.699 -0.219 -3.692 0.134
```

Properties
Orbital gap ... 6.4 eV
Maximum force ... 0.3 eV/Å
Total charge ... -2
DFT total energy ... -5124.139503 Ha
LUMO energy ... 3.80 eV
ΔE to the lowest compared entry with this formula, charge and spin ... 7.2 kcal/mol
M ... 706.4 g/mol

---

3.
ORCA calculation (ωB97M-V with the def2-TZVPD basis set) on C21H47CrN2O2P2 as an isolated structure in a non-equilibrium geometry.

The geometry in XYZ format:
```
75
Properties=species:S:1:pos:R:3:lowdin_charge:R:1
Cr -0.580 -1.137 -0.167 0.287
P -2.412 0.208 -0.648 1.016
P 1.371 -1.967 0.799 1.016
N -1.180 -0.915 1.712 -0.201
C -3.266 0.254 0.949 -0.289
H -3.798 1.171 1.161 0.101
H -3.968 -0.563 1.000 0.096
C -2.252 0.114 2.047 -0.222
H -1.848 1.105 2.477 0.153
H -2.699 -0.289 2.999 0.139
C -0.151 -1.094 2.848 -0.206
H -0.805 -1.376 3.723 0.139
H 0.254 -0.099 3.276 0.153
C 0.882 -2.132 2.525 -0.297
H 0.462 -3.111 2.685 0.096
H 1.672 -1.981 3.248 0.102
C 3.008 -1.027 0.905 -0.485
C 3.551 -0.597 -0.425 -0.101
H 4.276 0.191 -0.268 0.096
H 2.798 -0.207 -1.091 0.044
H 4.055 -1.400 -0.947 0.075
C 1.710 -3.634 0.198 -0.529
C 2.469 -3.675 -1.164 -0.078
H 2.397 -4.700 -1.583 0.103
H 3.542 -3.435 -1.044 0.081
H 2.025 -2.987 -1.902 0.058
C -3.517 -0.632 -1.791 -0.531
C -3.116 -0.472 -3.291 -0.078
H -3.669 -1.223 -3.893 0.104
H -2.040 -0.654 -3.446 0.058
H -3.376 0.529 -3.683 0.081
C -2.319 2.034 -1.131 -0.484
C -1.494 2.295 -2.354 -0.101
H -1.216 3.339 -2.370 0.095
H -2.032 2.092 -3.269 0.075
H -0.582 1.724 -2.385 0.045
C 0.182 -0.990 -1.931 -0.122
C 2.399 -4.583 1.211 -0.079
H 3.445 -4.289 1.385 0.071
H 1.863 -4.590 2.167 0.070
H 2.384 -5.609 0.803 0.101
C -5.030 -0.321 -1.622 -0.078
H -5.610 -1.022 -2.249 0.101
H -5.341 -0.458 -0.580 0.069
H -5.264 0.707 -1.938 0.071
C -3.693 2.718 -1.210 -0.083
H -3.543 3.809 -1.214 0.101
H -4.226 2.473 -2.137 0.078
H -4.365 2.500 -0.365 0.078
C 4.071 -1.740 1.752 -0.084
H 4.548 -2.565 1.209 0.078
H 4.866 -1.022 1.996 0.101
H 3.703 -2.135 2.711 0.077
H 2.700 -0.135 1.472 0.103
H -1.810 2.459 -0.252 0.102
H 0.696 -4.028 -0.004 0.104
H -3.360 -1.698 -1.545 0.104
O 0.647 -0.887 -2.987 0.183
H -1.567 -1.801 1.332 0.103
H -1.042 -2.292 -0.702 -0.013
C 2.308 4.617 0.712 -0.012
N 1.538 3.396 0.900 -0.136
C 0.878 3.169 2.168 -0.026
C 1.407 2.446 -0.024 -0.443
C 2.050 2.614 -1.373 0.013
O 0.710 1.401 0.306 -0.096
H 2.264 5.199 1.618 0.090
H 1.915 5.217 -0.115 0.103
H 3.357 4.397 0.486 0.104
H -0.213 3.063 2.023 0.089
H 1.238 2.231 2.630 0.090
H 1.084 4.011 2.827 0.096
H 1.831 1.769 -2.041 0.074
H 1.685 3.531 -1.856 0.101
H 3.142 2.687 -1.264 0.102
```

Properties
Orbital gap (spin up / spin down) ... 8.5 / 7.6 eV
Maximum force ... 7.1 eV/Å
Total charge ... +2
DFT total energy ... -2814.953037 Ha
Multiplicity ... 4
LUMO energy (spin up / spin down) ... -6.54 / -7.41 eV
ΔE to the lowest compared entry with this formula, charge and spin ... 0.0 kcal/mol
M ... 473.6 g/mol

---

4.
ORCA calculation (ωB97M-V with the def2-TZVPD basis set) on one molecule with the formula C6H7N3O3 in a non-equilibrium geometry.

The geometry in XYZ format:
```
19
Properties=species:S:1:pos:R:3:lowdin_charge:R:1
C 2.210 1.662 -0.474 -0.120
O 1.128 1.088 -1.291 -0.234
C 0.987 -0.364 -1.093 -0.188
C 0.206 -0.784 0.303 -0.178
C 0.061 -2.437 0.338 -0.071
N 0.384 -3.700 0.532 0.095
C -1.276 -0.105 0.479 -0.221
C -2.155 0.016 -0.900 -0.064
N -2.792 0.252 -2.028 0.112
O -2.094 -0.743 1.553 -0.138
N -3.256 -0.045 1.710 -0.018
O -3.163 0.714 2.673 0.067
H 2.435 1.020 0.505 0.098
H 1.987 2.777 -0.111 0.113
H 3.238 1.746 -1.075 0.111
H 2.006 -0.964 -1.192 0.155
H 0.300 -0.780 -1.975 0.149
H 0.886 -0.364 1.184 0.157
H -1.093 1.011 0.860 0.174
```

Properties
Orbital gap ... 9.7 eV
Maximum force ... 12.7 eV/Å
Total charge ... 0
Structure (SMILES) ... COC[C@H](C#N)[C@@H](C#N)ON=O
DFT total energy ... -622.454616 Ha
LUMO energy ... -1.34 eV
ΔE to the lowest compared entry with this formula, charge and spin ... 210.8 kcal/mol
M ... 169.1 g/mol

---

5.
ORCA calculation (ωB97M-V with the def2-TZVPD basis set) on C5H9NO as an isolated structure in a non-equilibrium geometry.

The geometry in XYZ format:
```
16
Properties=species:S:1:pos:R:3:lowdin_charge:R:1
C -1.937 1.088 -0.112 0.020
O -0.643 -0.511 -0.918 -0.044
C 0.486 -0.484 -0.476 -0.527
C 1.127 -1.802 -0.240 -0.017
C 1.226 0.764 -0.038 -0.021
C -1.300 0.134 1.405 -0.148
N -0.737 -0.409 2.283 0.069
H -2.926 0.658 -0.129 0.044
H -1.795 2.025 0.380 0.028
H -1.641 1.229 -1.191 0.087
H 2.192 -1.794 -0.461 0.082
H 0.590 -2.545 -0.834 0.092
H 0.958 -2.008 0.824 0.088
H 1.211 0.787 1.059 0.082
H 0.766 1.684 -0.407 0.080
H 2.269 0.714 -0.363 0.086
```

Properties
Orbital gap ... 9.8 eV
Maximum force ... 2.7 eV/Å
Total charge ... 0
DFT total energy ... -325.778680 Ha
LUMO energy ... 0.33 eV
ΔE to the lowest compared entry with this formula, charge and spin ... 99.7 kcal/mol
M ... 99.1 g/mol

---

6.
ORCA calculation (ωB97M-V with the def2-TZVPD basis set) on C28H32N5O5PSSn as an isolated structure.

The geometry in XYZ format:
```
73
Properties=species:S:1:pos:R:3:lowdin_charge:R:1
Sn 2.904 -0.373 -0.414 1.319
N 1.662 -2.085 8.712 0.081
C 1.613 -1.941 7.320 -0.333
C 0.389 -1.916 6.653 -0.031
C 0.332 -1.724 5.283 -0.016
C 1.504 -1.552 4.563 -0.362
C 2.727 -1.564 5.213 -0.018
C 2.782 -1.760 6.583 -0.039
S 1.123 0.184 2.675 0.895
O 1.460 -1.398 3.184 -0.291
O -0.208 0.483 3.175 -0.427
N 1.123 -0.222 1.090 -0.310
C 0.367 -1.189 0.521 -0.503
N -0.824 -1.621 0.947 0.174
C -1.445 -2.477 0.151 -0.105
C -0.925 -2.947 -1.055 -0.042
C 0.338 -2.507 -1.385 -0.107
N 0.981 -1.654 -0.597 -0.008
H 0.869 -2.561 9.111 0.081
H 2.530 -2.458 9.062 0.081
H -0.529 -2.043 7.216 0.109
H -0.613 -1.694 4.759 0.117
H 3.633 -1.425 4.637 0.118
H 3.740 -1.766 7.089 0.107
H -2.420 -2.814 0.490 0.116
H -1.477 -3.630 -1.682 0.102
H 0.873 -2.830 -2.270 0.110
C -4.814 -0.192 0.928 -0.044
C -4.067 -0.139 -0.377 -0.236
C -4.551 -0.830 -1.482 -0.057
C -3.869 -0.815 -2.689 -0.089
C -2.694 -0.094 -2.793 -0.034
C -2.191 0.596 -1.694 -0.214
N -0.928 1.242 -1.854 0.093
C -0.698 2.569 -1.542 -0.203
C -1.738 3.502 -1.660 -0.022
C -1.535 4.830 -1.349 -0.077
C -0.296 5.281 -0.899 -0.089
C 0.731 4.370 -0.762 -0.021
C 0.559 3.025 -1.088 -0.074
C 1.702 2.108 -0.849 -0.608
O 2.604 2.343 -0.052 -0.017
O 1.698 0.984 -1.529 -0.286
C -2.865 0.580 -0.468 -0.168
C -2.326 1.274 0.749 -0.028
H -5.750 -0.737 0.818 0.074
H -5.042 0.810 1.298 0.086
H -4.218 -0.683 1.702 0.083
H -5.479 -1.384 -1.392 0.106
H -4.259 -1.353 -3.544 0.099
H -2.147 -0.046 -3.726 0.104
H -0.119 0.654 -1.712 0.088
H -2.708 3.159 -1.996 0.118
H -2.357 5.527 -1.454 0.104
H -0.146 6.322 -0.649 0.098
H 1.699 4.674 -0.384 0.119
H -2.891 2.186 0.964 0.100
H -1.282 1.552 0.637 0.067
H -2.381 0.627 1.623 0.065
C 1.183 -0.194 -4.538 -0.160
P 2.871 -0.560 -4.040 0.552
C 3.560 -1.586 -5.350 -0.171
C 3.771 0.995 -4.103 -0.156
O 2.980 -1.261 -2.713 -0.521
H 1.167 0.221 -5.547 0.061
H 0.745 0.522 -3.843 0.035
H 0.594 -1.112 -4.521 0.057
H 3.493 -1.090 -6.318 0.056
H 3.015 -2.529 -5.389 0.057
H 4.605 -1.798 -5.122 0.058
H 3.708 1.439 -5.097 0.061
H 4.817 0.813 -3.855 0.065
H 3.341 1.677 -3.371 0.048
```

Properties
Orbital gap ... 7.9 eV
Maximum force ... 0.1 eV/Å
Total charge ... 0
DFT total energy ... -2690.162533 Ha
LUMO energy ... 0.31 eV
ΔE to the lowest compared entry with this formula, charge and spin ... 1.4 kcal/mol
M ... 700.3 g/mol